# C3H4AgO3

A structure of composition C3H4AgO3 in a non-equilibrium geometry (wB97M-V/def2-TZVPD, the OMol25 dataset).

Each line ends with the Mulliken charge.
CARTESIAN COORDINATES (ANGSTROEM)
O1 -0.344901 2.248524 0.199623  -0.031
C1 -0.077222 3.291626 0.556375  0.120
O2 -1.372764 -1.436333 -1.199435  -0.465
C2 -0.750124 -2.424842 -0.556373  0.015
C3 0.606163 -2.038335 0.061539  -0.212
O3 0.188051 -0.909374 0.855244  -0.571
Ag1 -0.996809 0.228494 -0.311194  0.872
H1 0.000441 -1.276775 1.815282  0.337
H2 0.967515 -2.839632 0.718561  0.278
H3 -1.229309 -3.408708 -0.506758  0.439
H4 1.412785 -1.844151 -0.668201  0.217

Atoms 1-2, force components in eV/Å:
O 0.05 0.78 0.20
C 0.03 0.01 -0.01

The HOMO energy (alpha / beta) is -11.708 / -15.089 eV. As for the spin multiplicity: 3. The value obtained for the frontier orbital gap (alpha / beta) is 7.6 / 7.5 eV. The calculation puts the energy relative to the best compared isomer or geometry (same formula, charge and spin) at 11.10 kcal per mole. The expectation value of S² is 2.0082. As for the net charge: +1.